Below is C8H9O3PS in the gas phase, with properties calculated with the ωB97M-V functional and the def2-TZVPD basis.

Multiplicity   1
LUMO energy   -0.642 eV
E_tot   -1275.44640 Eh

Geometry as XYZ:
```
22
Properties=species:S:1:pos:R:3:forces:R:3:nbo_charge:R:1
C -3.8394 0.0707 -0.1148 3.070 -1.512 0.902 -0.17
C -3.3211 -1.1342 0.4297 -2.213 2.759 -0.827 -0.20
C -2.8543 0.9210 -0.6465 -5.057 0.981 -0.914 -0.20
C -2.0190 -1.4365 0.4583 2.251 0.595 -0.162 -0.19
C -1.5888 0.5951 -0.7009 4.234 -1.347 0.203 -0.20
C -1.0768 -0.5804 -0.0654 0.864 0.962 -1.735 -0.07
C 0.3797 -0.9345 -0.1314 0.119 -0.202 1.142 -0.09
C 1.3534 -0.2000 -0.7111 -1.262 -0.866 1.397 -0.54
O 3.6050 0.0305 0.9417 0.116 0.698 -0.518 -1.02
O 2.7845 -2.1737 -0.0882 0.340 -0.740 0.508 -0.91
O 3.9097 1.9260 -0.7286 0.521 0.459 -0.503 -1.11
P 4.0818 1.5755 0.6882 -3.925 -0.770 -0.294 1.76
S 2.9858 -0.8222 -0.5516 0.955 0.588 -0.116 1.56
H -4.8522 0.3357 -0.0456 -1.148 0.198 -0.080 0.22
H -3.9202 -1.7912 0.9370 -1.904 -1.508 0.912 0.21
H -3.2246 1.7886 -1.2082 0.348 -0.081 0.439 0.21
H -1.7020 -2.3079 0.9466 0.425 -1.240 0.535 0.21
H -0.9574 1.2498 -1.2922 0.343 -0.112 0.303 0.21
H 0.7354 -1.8407 0.4759 -0.751 1.219 -1.151 0.25
H 1.1656 0.7235 -1.1965 0.236 0.688 -0.482 0.24
H 5.3752 1.6747 1.1535 0.297 0.100 0.714 -0.08
H 2.9797 2.3302 1.4500 2.139 -0.869 -0.273 -0.08
```
Forces are in eV/Å.



Below is C17H28N2O3S in the gas phase, with properties calculated with the ωB97M-V functional and the def2-TZVPD basis.

Multiplicity   1
LUMO energy   0.686 eV
E_tot   -1397.96115 Eh

Geometry as XYZ:
```
51
Properties=species:S:1:pos:R:3:forces:R:3:nbo_charge:R:1
C 0.0698 -1.2611 3.3340 -0.241 0.016 -0.114 -0.60
C -0.8628 -1.7502 2.2321 0.338 -0.102 -0.008 -0.40
C -0.1856 -2.7796 1.3278 -0.345 -0.060 0.025 -0.40
C -1.1486 -3.4969 0.3791 0.022 0.149 -0.004 -0.38
C -1.8905 -2.5828 -0.5976 0.341 -0.123 -0.023 -0.40
C -0.9597 -1.8748 -1.5797 -0.341 -0.029 -0.076 -0.40
C -1.7051 -1.0904 -2.6620 0.007 0.050 0.142 -0.38
C -2.6633 -0.0208 -2.1314 0.239 0.090 -0.016 -0.39
C -1.9718 0.9660 -1.1911 -0.129 -0.304 -0.219 -0.44
C -2.8799 2.0807 -0.7242 0.614 0.251 0.703 -0.63
S -2.0796 2.9350 0.6653 -0.230 0.430 -0.389 2.28
O -1.7023 1.9707 1.6556 0.253 -0.150 -0.176 -0.94
O -2.8932 4.0502 1.0502 0.010 0.101 -0.275 -0.94
N -0.7091 3.6335 -0.0563 -1.527 -0.011 0.352 -0.70
N 0.5628 3.2195 -0.1213 1.015 -0.491 -0.022 -0.24
C 0.9282 2.0506 0.2280 -0.553 0.159 0.069 0.02
C 2.3086 1.6381 0.0737 0.673 -0.148 -0.076 -0.05
C 3.2876 2.5071 -0.4112 -0.135 -0.187 0.100 -0.17
C 4.5934 2.0879 -0.5500 0.119 -0.068 -0.002 -0.30
C 4.9535 0.7861 -0.2097 -0.378 0.100 0.041 0.31
O 6.2277 0.3333 -0.3310 0.196 -0.069 -0.017 -0.66
C 3.9840 -0.0908 0.2711 0.460 -0.002 -0.101 -0.26
C 2.6813 0.3350 0.4094 -0.133 0.368 -0.081 -0.19
H -0.4209 -0.4926 3.9256 0.039 0.088 0.129 0.22
H 0.9772 -0.8333 2.9126 0.138 0.056 -0.003 0.20
H 0.3531 -2.0808 3.9916 0.067 -0.052 0.078 0.20
H -1.1931 -0.8869 1.6522 -0.132 0.025 -0.062 0.20
H -1.7486 -2.2007 2.6865 -0.103 0.027 -0.044 0.20
H 0.2884 -3.5362 1.9592 0.097 0.022 -0.006 0.20
H 0.6086 -2.3005 0.7517 0.128 0.019 0.014 0.19
H -0.5852 -4.2406 -0.1908 -0.055 -0.085 -0.016 0.20
H -1.8892 -4.0339 0.9773 0.025 -0.090 0.019 0.20
H -2.6009 -3.1904 -1.1649 -0.102 0.053 -0.004 0.20
H -2.4641 -1.8508 -0.0295 -0.155 0.064 0.011 0.19
H -0.3346 -2.6233 -2.0735 0.102 0.010 0.045 0.21
H -0.2920 -1.2010 -1.0430 0.153 0.025 0.056 0.19
H -2.2781 -1.7883 -3.2769 0.037 -0.016 -0.079 0.20
H -0.9661 -0.6115 -3.3091 -0.024 -0.001 -0.101 0.20
H -3.4935 -0.4968 -1.6077 -0.109 0.021 0.018 0.20
H -3.0811 0.5240 -2.9814 -0.101 -0.009 -0.007 0.20
H -1.6348 0.4358 -0.3002 0.118 -0.098 -0.045 0.22
H -1.0967 1.3902 -1.6884 0.087 -0.015 0.031 0.21
H -3.8191 1.7058 -0.3247 -0.125 0.001 0.115 0.24
H -3.0734 2.8381 -1.4767 -0.051 0.104 -0.069 0.24
H -0.8086 4.6304 -0.1715 -0.108 -0.011 0.085 0.41
H 0.2496 1.3208 0.6631 -0.070 0.005 -0.055 0.19
H 3.0016 3.5135 -0.6711 0.012 0.126 -0.045 0.23
H 5.3471 2.7696 -0.9229 0.054 0.062 -0.033 0.21
H 6.7974 1.0372 -0.6643 -0.112 -0.075 0.044 0.48
H 4.2770 -1.0957 0.5302 0.020 -0.127 0.037 0.22
H 1.9347 -0.3484 0.7860 -0.107 -0.099 0.054 0.21
```
Forces are in eV/Å.



Below is C2H4S3 in the gas phase, with properties calculated with the ωB97M-V functional and the def2-TZVPD basis.

Multiplicity   1
LUMO energy (spin up / spin down)   0.086 / 0.081 eV
E_tot   -1273.03098 Eh

Geometry as XYZ:
```
9
Properties=species:S:1:pos:R:3:forces:R:3:nbo_charge:R:1
C 0.0387 -1.6996 0.4718 0.309 -5.970 -0.167 -0.83
C -0.1248 0.6897 -0.5497 -1.826 -0.640 -0.849 -0.67
S -0.9360 -0.8744 -0.4815 0.749 2.549 -0.860 0.62
S -1.0215 1.9715 -1.3792 0.857 0.994 1.410 0.07
S 1.1270 1.0846 0.5679 0.523 2.248 -0.418 0.08
H 0.1979 -2.8800 0.4198 -0.924 2.741 -0.377 0.24
H 0.6265 -1.3551 1.2236 1.404 1.598 1.979 0.21
H -1.5871 1.1864 -2.2279 -0.653 -0.951 -1.170 0.12
H 1.2987 2.5112 0.1976 -0.439 -2.568 0.453 0.17
```
Forces are in eV/Å.